# 1
C34H64B2FO11S5 | ωB97M-V/def2-TZVPD

Element x y z (Å)
C: 2.480 2.724 3.695
C: 2.599 1.648 2.589
C: 1.328 1.486 1.741
B: 0.220 0.295 2.213
C: 0.535 -0.459 3.644
C: 0.284 0.378 4.921
C: 1.273 0.187 6.052
C: 1.962 -1.007 6.265
C: 2.848 -1.132 7.323
C: 3.071 -0.085 8.205
C: 2.374 1.103 8.020
C: 1.498 1.230 6.955
B: -1.346 0.993 2.127
C: -2.385 0.740 0.923
O: -1.850 1.908 3.106
C: 0.317 -0.868 1.037
C: 1.706 -1.549 0.935
F: -0.627 -1.941 1.230
H: 1.455 3.100 3.771
H: 2.803 2.350 4.671
H: 3.110 3.593 3.478
H: 2.982 0.705 2.985
H: 3.383 2.023 1.913
H: 1.644 1.221 0.727
H: 0.818 2.457 1.640
H: -0.146 -1.320 3.695
H: 1.542 -0.899 3.685
H: 0.152 1.441 4.716
H: -0.676 0.048 5.343
H: 1.788 -1.844 5.600
H: 3.391 -2.059 7.489
H: 3.762 -0.168 9.037
H: 2.490 1.952 8.685
H: 0.944 2.151 6.799
H: -1.858 0.863 -0.031
H: -3.175 1.502 0.936
H: -2.821 -0.261 0.986
H: -1.317 2.705 2.991
H: 0.118 -0.437 0.044
H: 1.588 -2.596 1.238
H: 2.049 -1.575 -0.105
H: 2.438 -1.084 1.595
C: -0.746 1.544 -3.439
C: 0.064 0.245 -3.534
C: 1.545 0.623 -3.454
S: 1.627 2.135 -2.494
O: 2.103 3.215 -3.335
O: 2.242 1.835 -1.228
C: -0.136 2.320 -2.272
H: -1.803 1.351 -3.278
H: -0.640 2.111 -4.356
H: -0.196 -0.407 -2.697
H: -0.149 -0.301 -4.451
H: 2.134 -0.130 -2.950
H: 1.961 0.826 -4.439
H: -0.388 3.378 -2.266
H: -0.397 1.868 -1.314
C: 5.936 -2.225 -4.392
C: 5.342 -3.026 -5.559
C: 4.078 -3.720 -5.039
S: 3.445 -2.683 -3.710
O: 3.532 -3.413 -2.473
O: 2.206 -2.071 -4.123
C: 4.768 -1.477 -3.761
H: 6.713 -1.539 -4.726
H: 6.379 -2.907 -3.662
H: 5.083 -2.346 -6.373
H: 6.052 -3.753 -5.953
H: 3.311 -3.813 -5.804
H: 4.299 -4.698 -4.615
H: 4.967 -1.120 -2.753
H: 4.439 -0.652 -4.393
C: -7.315 3.641 5.228
C: -6.546 3.056 6.421
C: -5.780 1.828 5.916
S: -5.446 2.121 4.167
O: -6.180 1.148 3.395
O: -4.041 2.337 3.971
C: -6.321 3.687 4.073
H: -7.716 4.630 5.450
H: -8.152 2.987 4.972
H: -5.842 3.800 6.800
H: -7.215 2.792 7.241
H: -4.832 1.690 6.428
H: -6.378 0.922 5.991
H: -6.790 3.779 3.096
H: -5.585 4.478 4.214
C: -0.045 -5.514 -0.320
C: 0.777 -5.851 0.928
C: 1.404 -7.235 0.703
S: 1.602 -7.413 -1.078
O: 0.748 -8.484 -1.536
O: 3.005 -7.394 -1.413
C: 0.851 -5.850 -1.509
H: -0.349 -4.468 -0.331
H: -0.948 -6.129 -0.348
H: 1.562 -5.105 1.058
H: 0.164 -5.840 1.829
H: 2.380 -7.329 1.172
H: 0.751 -8.036 1.043
H: 0.307 -5.955 -2.446
H: 1.648 -5.113 -1.616
C: -3.352 3.826 -8.629
C: -1.874 4.136 -8.353
C: -1.654 4.022 -6.840
S: -2.874 2.839 -6.244
O: -3.796 3.522 -5.376
O: -2.208 1.633 -5.826
C: -3.671 2.569 -7.827
H: -3.544 3.680 -9.691
H: -3.974 4.655 -8.284
H: -1.247 3.409 -8.873
H: -1.595 5.125 -8.714
H: -0.661 3.657 -6.590
H: -1.838 4.966 -6.332
H: -4.735 2.406 -7.670
H: -3.218 1.686 -8.276

Electronic energy (Ha): -4302.04747
Charge: -1

Here are the Mulliken charges for atoms 1 to 8, given in e: -1.08, -0.67, 0.33, 0.94, -1.43, -0.29, 0.26, -0.36

=====

# 2
C34H64IO13P | ωB97M-V/def2-TZVPD

Element x y z (Å)
C: -5.465 5.451 -1.596
C: -5.942 4.091 -2.101
C: -7.222 3.672 -1.422
O: -7.720 4.230 -0.468
O: -7.803 2.565 -2.011
C: -7.534 1.372 -1.243
C: -6.879 0.332 -2.149
C: -5.816 -0.503 -1.501
C: -5.948 -1.312 -0.429
P: -7.538 -1.472 0.478
C: -7.229 -0.343 1.917
C: -7.465 -3.081 1.364
C: -4.752 -2.109 -0.015
O: -4.817 -3.260 0.378
C: -3.435 -1.402 -0.159
C: -2.415 -1.649 0.896
C: -2.747 -0.820 2.135
C: -1.835 -1.169 3.310
I: -2.699 -2.762 4.485
C: -3.312 -0.608 -1.230
C: -4.464 -0.491 -2.163
O: -4.328 -0.429 -3.373
H: -4.701 5.853 -2.249
H: -5.094 5.345 -0.585
H: -6.308 6.130 -1.581
H: -6.153 4.120 -3.166
H: -5.201 3.314 -1.935
H: -6.933 1.600 -0.370
H: -8.490 0.997 -0.897
H: -7.636 -0.285 -2.621
H: -6.407 0.882 -2.959
H: -6.797 -0.909 2.739
H: -8.149 0.125 2.240
H: -6.504 0.423 1.668
H: -8.260 -3.043 2.101
H: -7.594 -3.898 0.669
H: -6.519 -3.191 1.885
H: -1.402 -1.482 0.545
H: -2.506 -2.694 1.194
H: -3.762 -1.086 2.423
H: -2.732 0.248 1.935
H: -1.784 -0.328 3.986
H: -0.852 -1.456 2.964
H: -2.397 -0.074 -1.438
C: 1.410 -6.952 -1.503
O: 0.838 -6.225 -2.566
C: 0.215 -7.052 -3.535
C: -0.949 -6.350 -4.197
O: -2.119 -6.268 -3.399
C: -2.136 -5.339 -2.326
C: -2.286 -3.896 -2.747
O: -1.073 -3.379 -3.275
C: -1.280 -2.401 -4.271
H: 2.270 -7.542 -1.841
H: 1.746 -6.234 -0.757
H: 0.674 -7.618 -1.039
H: -0.142 -7.981 -3.076
H: 0.957 -7.305 -4.305
H: -1.243 -6.958 -5.056
H: -0.653 -5.370 -4.575
H: -1.271 -5.468 -1.672
H: -3.026 -5.598 -1.747
H: -2.551 -3.299 -1.867
H: -3.092 -3.816 -3.486
H: -1.919 -2.785 -5.075
H: -0.308 -2.150 -4.692
H: -1.736 -1.495 -3.856
C: 5.649 -0.714 4.710
O: 4.913 -0.052 3.705
C: 4.291 -0.941 2.793
C: 3.012 -0.357 2.235
O: 1.903 -0.382 3.126
C: 1.921 0.521 4.226
C: 1.721 1.973 3.851
O: 2.896 2.514 3.277
C: 2.650 3.522 2.324
H: 6.529 -1.217 4.293
H: 5.978 0.038 5.425
H: 5.028 -1.448 5.236
H: 4.066 -1.898 3.277
H: 4.983 -1.124 1.960
H: 2.707 -0.992 1.400
H: 3.180 0.645 1.837
H: 2.820 0.390 4.829
H: 1.070 0.224 4.845
H: 1.485 2.543 4.760
H: 0.876 2.053 3.156
H: 1.967 3.171 1.541
H: 3.602 3.776 1.863
H: 2.238 4.423 2.792
C: 7.726 4.848 -3.419
O: 8.168 4.739 -2.085
C: 7.917 5.903 -1.317
C: 7.696 5.565 0.141
O: 6.427 5.000 0.429
C: 6.188 3.653 0.052
C: 6.885 2.626 0.916
O: 8.267 2.543 0.609
C: 9.058 2.187 1.719
H: 8.318 5.583 -3.976
H: 7.846 3.873 -3.885
H: 6.667 5.128 -3.462
H: 7.037 6.434 -1.698
H: 8.788 6.567 -1.395
H: 7.712 6.506 0.695
H: 8.506 4.944 0.526
H: 6.399 3.491 -1.007
H: 5.114 3.511 0.194
H: 6.430 1.643 0.730
H: 6.738 2.884 1.971
H: 8.890 2.869 2.560
H: 10.101 2.262 1.416
H: 8.854 1.159 2.040

Electronic energy (Ha): -2950.84015
Charge: 0

Here are the Mulliken charges for atoms 1 to 8, given in e: -1.27, 0.05, 0.51, -0.57, -0.41, -0.62, -1.24, 0.43

=====

# 3
C34H65Cl2N2O5S3 | ωB97M-V/def2-TZVPD

Element x y z (Å)
C: 0.122 2.827 6.526
C: -0.384 2.960 5.092
C: 0.694 3.416 4.092
C: 0.520 4.877 3.617
C: -0.214 4.959 2.257
C: 0.272 6.119 1.372
C: 1.320 5.698 0.316
C: 0.660 5.333 -1.034
C: 0.383 3.814 -1.070
C: -1.074 3.466 -1.489
C: -1.086 2.433 -2.617
C: -2.490 1.841 -2.866
C: -3.356 1.916 -1.628
C: -2.932 0.922 -0.532
C: -3.950 1.014 0.589
C: -3.945 -0.161 1.575
C: -2.737 -0.195 2.516
C: -2.535 -1.578 3.148
C: -1.691 -2.631 2.384
C: -0.160 -2.516 2.622
N: 0.707 -2.000 1.509
N: 1.394 -0.772 1.911
C: 2.519 -0.751 1.390
S: 3.796 -0.656 0.548
C: -0.006 -1.812 0.204
C: -1.131 -2.835 0.055
C: -0.656 -4.295 -0.013
Cl: -2.097 -5.347 0.086
C: 0.255 -4.656 -1.192
C: 1.718 -4.915 -0.772
Cl: 0.242 -3.484 -2.556
O: -2.117 -2.594 1.027
H: 0.122 3.785 7.043
H: -0.527 2.171 7.103
H: 1.124 2.409 6.573
H: -1.258 3.605 5.039
H: -0.722 1.966 4.785
H: 1.681 3.342 4.552
H: 0.700 2.734 3.242
H: -0.108 5.380 4.350
H: 1.496 5.355 3.572
H: -0.118 3.998 1.757
H: -1.271 5.090 2.488
H: -0.604 6.504 0.851
H: 0.625 6.938 1.996
H: 2.011 6.529 0.206
H: 1.872 4.838 0.697
H: -0.236 5.919 -1.193
H: 1.416 5.528 -1.785
H: 1.058 3.346 -1.788
H: 0.573 3.326 -0.118
H: -1.509 4.406 -1.814
H: -1.535 3.088 -0.584
H: -0.782 2.946 -3.530
H: -0.332 1.659 -2.473
H: -2.372 0.785 -3.124
H: -2.966 2.278 -3.739
H: -4.370 1.628 -1.913
H: -3.414 2.916 -1.206
H: -2.840 -0.070 -0.977
H: -1.972 1.290 -0.165
H: -3.727 1.910 1.169
H: -4.937 1.075 0.137
H: -4.859 -0.061 2.159
H: -4.041 -1.070 0.985
H: -1.804 0.155 2.064
H: -2.933 0.499 3.333
H: -2.132 -1.490 4.157
H: -3.510 -2.051 3.264
H: -2.008 -3.580 2.821
H: -0.006 -1.860 3.470
H: 0.210 -3.485 2.943
H: 1.440 -2.698 1.374
H: -0.436 -0.817 0.236
H: 0.725 -1.820 -0.597
H: -1.607 -2.610 -0.897
H: -0.099 -4.519 0.897
H: -0.111 -5.591 -1.598
H: 2.007 -4.208 0.006
H: 1.786 -5.948 -0.447
H: 2.330 -4.762 -1.651
C: 9.239 1.351 -1.218
C: 8.340 0.523 -0.289
C: 6.890 0.742 -0.741
S: 6.965 1.110 -2.503
O: 6.523 2.462 -2.711
O: 6.400 0.008 -3.239
C: 8.747 1.067 -2.634
H: 10.289 1.089 -1.102
H: 9.129 2.413 -0.990
H: 8.600 -0.533 -0.380
H: 8.471 0.803 0.756
H: 6.279 -0.139 -0.590
H: 6.440 1.594 -0.237
H: 9.074 1.803 -3.364
H: 9.030 0.066 -2.957
C: -3.125 -5.146 -3.833
C: -3.696 -6.173 -2.846
C: -5.222 -6.150 -2.990
S: -5.560 -5.639 -4.681
O: -6.216 -4.358 -4.651
O: -6.099 -6.748 -5.419
C: -3.850 -5.390 -5.153
H: -2.046 -5.248 -3.947
H: -3.334 -4.134 -3.475
H: -3.317 -7.167 -3.095
H: -3.394 -5.954 -1.822
H: -5.665 -7.129 -2.821
H: -5.678 -5.418 -2.325
H: -3.782 -4.556 -5.847
H: -3.503 -6.305 -5.632

Electronic energy (Ha): -3934.77239
Charge: +1

Here are the Mulliken charges for atoms 1 to 8, given in e: -1.42, 0.02, -0.46, -0.94, 0.08, -1.00, -0.89, -0.92

=====

# 4
C34H65N5O4 | ωB97M-V/def2-TZVPD

Element x y z (Å)
H: 0.351 -0.337 -5.992
N: 0.142 -0.964 -6.761
C: 0.558 -2.140 -6.495
N: 0.292 -3.182 -7.392
N: 1.273 -2.438 -5.289
C: 1.200 -3.834 -4.805
C: 0.172 -4.064 -3.670
C: -0.996 -3.069 -3.616
C: -1.060 -2.267 -2.292
C: -1.416 -0.799 -2.426
C: -0.204 -0.099 -3.125
C: 1.094 -0.130 -2.305
C: 1.699 1.260 -2.134
O: 2.572 1.329 -1.009
C: -1.626 -0.004 -1.110
C: -1.224 -0.595 0.240
C: -0.363 0.388 1.040
C: -0.321 0.085 2.529
C: 0.638 1.062 3.246
C: 0.217 1.464 4.650
C: 1.008 2.709 5.115
C: 1.520 2.622 6.543
C: 2.543 3.737 6.831
C: 3.997 3.305 6.634
O: 4.589 4.025 5.561
C: 5.982 4.089 5.677
C: -3.017 0.554 -1.237
O: -3.884 0.736 -0.399
O: -3.174 0.813 -2.577
C: -2.665 -0.368 -3.291
C: -3.890 -1.273 -3.480
C: -4.131 -2.288 -2.359
C: -3.966 -1.963 -4.855
C: -3.914 -0.969 -6.010
H: 1.112 -3.761 -7.514
H: 0.032 -2.760 -8.272
H: 2.249 -2.246 -5.472
H: 1.002 -4.552 -5.595
H: 2.182 -4.084 -4.412
H: 0.702 -4.120 -2.724
H: -0.237 -5.058 -3.834
H: -1.909 -3.656 -3.661
H: -1.023 -2.427 -4.490
H: -0.107 -2.383 -1.786
H: -1.773 -2.777 -1.649
H: -0.465 0.940 -3.326
H: -0.040 -0.607 -4.071
H: 0.979 -0.607 -1.338
H: 1.822 -0.738 -2.846
H: 2.232 1.551 -3.037
H: 0.893 1.968 -1.955
H: 3.466 1.114 -1.272
H: -1.035 0.905 -1.220
H: -0.676 -1.520 0.081
H: -2.097 -0.848 0.841
H: -0.778 1.388 0.924
H: 0.657 0.355 0.661
H: -1.308 0.158 2.980
H: 0.070 -0.918 2.699
H: 0.669 1.977 2.651
H: 1.646 0.657 3.247
H: 0.386 0.664 5.366
H: -0.839 1.728 4.637
H: 0.409 3.610 5.007
H: 1.878 2.818 4.466
H: 2.006 1.665 6.726
H: 0.714 2.715 7.270
H: 2.441 4.085 7.856
H: 2.375 4.588 6.177
H: 4.079 2.230 6.456
H: 4.575 3.515 7.539
H: 6.444 3.096 5.669
H: 6.386 4.637 4.832
H: 6.282 4.591 6.600
H: -2.280 0.040 -4.216
H: -4.737 -0.592 -3.476
H: -3.789 -1.962 -1.382
H: -3.591 -3.207 -2.585
H: -5.180 -2.568 -2.336
H: -4.961 -2.407 -4.886
H: -3.207 -2.727 -4.965
H: -4.555 -0.112 -5.808
H: -4.246 -1.419 -6.942
H: -2.914 -0.575 -6.174
C: 5.088 4.158 1.593
C: 5.834 2.831 1.517
C: 4.899 1.623 1.652
C: 4.209 1.643 2.943
N: 3.687 1.679 3.966
H: 4.596 4.289 2.557
H: 5.779 4.992 1.461
H: 4.325 4.225 0.815
H: 6.594 2.792 2.299
H: 6.355 2.760 0.560
H: 5.462 0.692 1.575
H: 4.153 1.634 0.855
C: -5.138 -1.612 3.982
C: -5.274 -1.145 2.538
C: -5.395 -2.305 1.544
C: -4.209 -3.163 1.586
N: -3.248 -3.798 1.608
H: -4.231 -2.200 4.127
H: -5.085 -0.757 4.657
H: -5.992 -2.224 4.281
H: -4.414 -0.529 2.269
H: -6.158 -0.513 2.440
H: -5.502 -1.921 0.528
H: -6.270 -2.916 1.767

Electronic energy (Ha): -1909.19612
Charge: 0

Here are the Mulliken charges for atoms 1 to 8, given in e: 0.40, -0.82, 0.41, -0.56, -0.08, -0.87, -1.24, -0.48